# 1
Density functional theory data (ωB97M-V with the def2-TZVPD basis set) for the molecule C14H22N4O4S.

Geometry as XYZ:
```
45
Properties=species:S:1:pos:R:3:mulliken_charge:R:1
H -3.592 1.194 -2.888 0.183
N -3.311 0.490 -2.218 -0.680
C -3.270 0.893 -0.999 0.643
N -3.729 2.123 -0.583 -0.468
N -2.880 0.008 -0.029 0.413
C -3.072 0.310 1.380 -1.334
C -1.861 1.003 2.004 -0.372
C -0.628 0.129 1.792 -0.973
C -0.466 -0.184 0.309 -0.036
N -0.320 1.026 -0.475 -0.247
S 0.972 2.047 -0.232 1.290
O 0.988 2.901 -1.384 -0.757
O 0.839 2.660 1.058 -0.677
C 2.408 0.986 -0.237 0.100
C 2.783 0.387 -1.424 -0.448
C 3.868 -0.470 -1.435 -0.780
C 4.578 -0.731 -0.266 0.926
C 5.763 -1.646 -0.295 -1.456
C 4.183 -0.113 0.916 -0.816
C 3.096 0.744 0.934 -0.229
C -1.735 -0.889 -0.261 -0.391
O -1.529 -1.161 -1.588 -0.648
O -1.922 -2.062 0.480 -0.366
C -2.915 -2.930 -0.047 -0.828
H -3.289 2.534 0.224 0.175
H -3.910 2.779 -1.327 0.282
H -3.986 0.897 1.484 0.600
H -3.220 -0.649 1.885 0.378
H -1.668 1.973 1.543 0.142
H -2.036 1.156 3.070 0.446
H -0.737 -0.818 2.322 0.595
H 0.258 0.649 2.152 0.340
H 0.380 -0.871 0.155 0.496
H -0.416 0.829 -1.463 0.442
H 2.230 0.608 -2.324 0.418
H 4.171 -0.943 -2.357 0.395
H 6.619 -1.129 -0.729 0.309
H 5.558 -2.521 -0.907 0.366
H 6.032 -1.970 0.707 0.360
H 4.728 -0.305 1.828 0.355
H 2.777 1.239 1.837 0.476
H -2.260 -0.702 -2.113 0.450
H -3.875 -2.413 -0.132 0.317
H -2.616 -3.303 -1.029 0.286
H -2.990 -3.752 0.660 0.324
```

- Relative energy (zero: lowest compared OMol25 entry of this formula, charge and spin): 0.00 kJ/mol
- Maximum force: 0.0180 Eh/bohr
- Total charge: 0
- Gap between HOMO and LUMO: 9.669 eV
- Calculated total energy: -39861.1880 eV
- Highest occupied orbital energy: -8.93 eV



# 2
Density functional theory data (ωB97M-V with the def2-TZVPD basis set) for a cluster of 3 separate species, C14H22NO11P2S in total at a distorted geometry.

Geometry as XYZ:
```
51
Properties=species:S:1:pos:R:3:mulliken_charge:R:1
O 3.508 0.345 -2.103 -0.640
C 3.094 -0.720 -2.794 0.444
O 3.246 -2.044 -2.101 -0.723
C 2.500 -0.732 -4.321 -0.131
S 3.742 0.138 -5.426 -0.226
N 1.073 -0.254 -4.463 0.088
P 0.790 1.342 -3.725 -0.023
P -1.359 1.679 -3.559 0.887
O -2.091 1.213 -4.914 -0.671
O -1.753 3.382 -3.368 -0.525
O -2.022 0.841 -2.154 -0.465
C 0.077 -1.302 -4.018 0.051
C -0.062 -1.952 -2.520 0.402
C -1.142 -3.136 -2.083 -0.387
C -2.131 -3.715 -3.270 -0.387
C -2.031 -3.066 -4.791 -0.376
C -0.949 -1.886 -5.188 -0.413
H 2.499 -1.876 -4.665 0.341
H 4.260 -0.873 -6.280 0.134
H 1.229 2.298 -4.743 0.054
H -1.335 3.701 -2.512 0.329
H -2.604 0.063 -2.470 0.325
H 0.663 -1.559 -1.660 -0.137
H -1.107 -3.511 -0.974 0.276
H -2.874 -4.585 -2.966 0.260
H -2.748 -3.480 -5.638 0.243
H -0.912 -1.471 -6.305 0.274
C 1.070 0.351 0.980 -0.647
O 0.472 0.101 2.250 -0.344
C -0.677 -0.618 2.194 0.684
O -1.208 -1.045 1.181 -0.577
O -1.134 -0.781 3.462 -0.204
C -2.347 -1.526 3.557 -0.703
H 1.981 0.933 1.144 0.302
H 1.345 -0.589 0.491 0.262
H 0.397 0.937 0.345 0.260
H -2.208 -2.541 3.171 0.301
H -3.156 -1.015 3.026 0.297
H -2.619 -1.594 4.614 0.207
C 1.198 0.297 5.211 -0.372
O 0.521 1.038 6.223 -0.335
C 0.547 2.383 6.043 0.763
O 1.085 2.972 5.119 -0.544
O -0.128 2.959 7.070 -0.321
C -0.183 4.382 7.011 -0.614
H 1.114 -0.765 5.455 0.238
H 0.733 0.463 4.234 0.236
H 2.261 0.561 5.185 0.323
H -0.703 4.712 6.106 0.287
H 0.824 4.809 7.057 0.283
H -0.746 4.735 7.880 0.215
```

- Maximum force: 0.1465 Eh/bohr
- Total charge: -1
- Gap between HOMO and LUMO: 6.823 eV
- Calculated total energy: -68292.0137 eV
- Highest occupied orbital energy: -4.58 eV



# 3
Density functional theory data (ωB97M-V with the def2-TZVPD basis set) for a structure of composition C14H23B2ClF4HfN4O10S at a distorted geometry.

Geometry as XYZ:
```
60
Properties=species:S:1:pos:R:3:mulliken_charge:R:1
Hf 8.398 10.097 7.456 1.577
C 6.467 14.045 6.312 -1.592
C 7.099 12.925 6.983 0.683
N 7.661 11.940 6.325 0.632
O 7.700 12.121 4.961 -0.505
B 8.645 11.499 4.219 0.845
F 8.462 11.724 2.939 -0.194
F 7.993 9.354 5.693 -0.804
O 9.807 10.954 4.612 -0.566
N 10.004 10.813 5.974 0.237
C 10.953 11.557 6.347 0.368
C 11.765 12.384 5.349 -1.413
C 11.229 11.646 7.822 0.395
N 10.231 11.243 8.513 0.943
O 10.352 11.344 9.854 -0.618
B 9.352 12.272 10.602 0.687
F 9.499 12.062 11.920 -0.266
F 9.580 13.662 10.177 -0.371
O 7.994 11.737 10.185 -0.649
N 7.704 11.870 8.919 1.018
C 7.160 12.888 8.472 0.226
C 6.559 13.962 9.315 -1.632
C 12.425 12.322 8.385 -1.748
H 6.493 13.931 5.165 0.383
H 6.925 15.025 6.471 0.380
H 5.417 14.117 6.633 0.398
H 11.812 11.866 4.441 0.477
H 12.753 12.554 5.871 0.307
H 11.273 13.310 5.237 0.344
H 6.933 14.040 10.362 0.345
H 5.454 13.781 9.207 0.376
H 6.707 15.019 8.919 0.342
H 13.238 12.258 7.686 0.642
H 12.661 11.824 9.267 0.434
H 12.128 13.349 8.592 0.285
O 5.460 7.770 7.862 -0.643
Cl 5.926 8.904 8.594 1.802
O 5.085 9.243 9.712 -0.569
O 5.972 10.003 7.641 -0.623
O 7.411 8.690 9.020 -0.666
C 3.997 6.738 4.985 -0.730
C 4.130 8.161 5.227 0.685
O 4.285 9.254 5.433 -0.007
H 3.142 6.319 5.638 0.364
H 4.964 6.270 5.414 0.307
H 3.829 6.613 3.952 0.374
O 9.735 8.541 8.025 -1.016
S 10.879 8.091 8.933 0.378
C 10.310 7.665 10.591 -0.544
C 10.661 6.084 10.818 -0.785
C 10.471 5.473 9.436 -0.497
C 11.196 6.369 8.429 -0.856
H 9.240 7.864 10.479 0.188
H 10.871 8.321 11.233 0.534
H 9.923 5.610 11.479 0.335
H 11.592 6.042 11.217 0.430
H 9.419 5.375 9.136 0.276
H 10.913 4.461 9.377 0.386
H 10.867 6.422 7.464 0.460
H 12.254 6.233 8.462 0.449
```

- Relative energy (zero: lowest compared OMol25 entry of this formula, charge and spin): 276.74 kJ/mol
- Maximum force: 0.0967 Eh/bohr
- Total charge: +2
- Gap between HOMO and LUMO: 8.062 eV
- Calculated total energy: -78198.0294 eV
- Highest occupied orbital energy: -14.98 eV



# 4
Density functional theory data (ωB97M-V with the def2-TZVPD basis set) for a structure of composition C14H23BIrN6 at a distorted geometry.

Geometry as XYZ:
```
45
Properties=species:S:1:pos:R:3:mulliken_charge:R:1
H -0.102 -1.260 -2.847 0.585
N -0.720 0.317 -1.578 -0.231
B -1.756 2.405 -0.517 -0.001
N -1.608 1.379 -1.689 0.094
C -2.176 1.319 -2.910 -0.032
Ir 0.275 -0.088 0.052 1.217
H -2.897 2.067 -3.186 0.516
C -1.661 0.216 -3.593 -1.089
H -1.907 -0.129 -4.579 0.444
C -0.734 -0.387 -2.747 0.039
H -2.544 3.277 -0.744 0.009
C 2.272 -0.178 1.732 -0.919
H 2.877 -1.048 2.018 0.337
H 1.215 -0.290 2.099 0.256
H 2.701 0.718 2.189 0.401
N -0.304 2.924 -0.296 0.164
N -2.087 1.574 0.751 0.021
N 0.710 2.025 -0.066 -0.217
N -1.269 0.508 1.110 -0.254
C 0.213 4.171 -0.306 -0.058
C -3.073 1.678 1.661 -0.009
H -0.436 5.009 -0.474 0.497
H -3.813 2.455 1.540 0.505
C 1.580 4.084 -0.070 -1.118
C -2.907 0.687 2.628 -1.113
C 1.861 2.723 0.086 -0.117
C -1.759 -0.021 2.269 -0.013
H 2.282 4.891 -0.010 0.438
H -3.528 0.494 3.485 0.456
H 2.799 2.218 0.303 0.531
H -1.261 -0.860 2.734 0.483
H 2.245 -0.067 0.664 0.132
C 0.735 -4.454 0.374 -1.581
C 1.253 -3.011 0.415 0.588
C 2.492 -2.901 -0.464 -1.376
C 0.129 -2.054 -0.025 -0.988
H 0.424 -4.717 -0.647 0.378
H -0.132 -4.571 1.033 0.412
H 1.518 -5.158 0.683 0.419
H 1.534 -2.761 1.447 0.102
H 2.229 -3.038 -1.518 0.324
H 2.991 -1.932 -0.378 0.302
H 3.223 -3.685 -0.217 0.411
H -0.157 -2.306 -1.058 0.529
H -0.726 -2.225 0.648 0.528
```

- <S²>: 8.77
- 2S+1: 6
- Maximum force: 0.0745 Eh/bohr
- Total charge: +2
- Gap between HOMO and LUMO (alpha / beta): 8.241 / 5.310 eV
- Calculated total energy: -27325.5251 eV
- Highest occupied orbital energy (alpha / beta): -14.26 / -15.89 eV



# 5
Density functional theory data (ωB97M-V with the def2-TZVPD basis set) for a structure of composition C14H23BO5PPbS at a distorted geometry.

Geometry as XYZ:
```
46
Properties=species:S:1:pos:R:3:mulliken_charge:R:1
C 5.644 -0.064 -0.217 -0.863
C 4.088 0.276 -0.697 0.055
O 3.360 -0.899 -1.201 -0.302
C 2.361 -0.547 -2.221 -0.421
C 0.804 -0.907 -1.808 -0.768
C 0.294 -0.206 -0.412 0.628
S 0.867 1.615 -0.410 -0.214
O 0.919 -1.111 0.608 -0.563
B -0.081 -1.898 1.358 1.192
P 0.261 -3.732 1.798 0.307
C -0.498 -3.934 3.581 -0.990
O -0.678 -4.828 0.774 -0.484
O -1.282 -1.831 0.503 -0.777
C -1.271 -0.395 0.068 0.401
O -1.749 0.271 1.290 -0.560
C -2.477 0.023 -1.013 -0.773
C -3.044 1.548 -0.716 0.292
C -2.259 2.785 -1.465 -0.084
C -2.688 4.350 -1.219 -0.551
C -3.946 4.698 -0.196 -0.310
C -4.820 3.488 0.559 -0.442
C -4.311 1.925 0.256 -0.313
H 6.380 0.093 -1.126 0.357
H 5.893 0.723 0.638 0.343
H 5.632 -1.159 0.202 0.083
H 3.540 0.651 0.292 0.160
H 4.163 1.175 -1.444 0.255
H 2.604 -1.230 -3.170 0.305
H 2.428 0.563 -2.614 0.247
H 0.776 -2.087 -1.628 0.235
H 0.047 -0.711 -2.695 0.276
H 0.935 2.099 -1.726 0.140
H -0.071 -1.383 2.414 -0.106
H 0.342 -4.024 4.401 0.310
H -1.302 -4.786 3.633 0.327
H -1.081 -2.925 3.833 0.289
H -1.493 -5.067 1.331 0.321
H -1.281 1.139 1.464 0.400
H -2.092 0.013 -2.120 0.260
H -3.378 -0.759 -0.976 0.361
H -1.361 2.507 -2.199 0.273
H -2.054 5.179 -1.776 0.266
H -4.204 5.835 -0.024 0.283
H -5.719 3.742 1.293 0.299
H -4.879 1.032 0.794 0.252
Pb 6.681 -1.243 1.985 0.605
```

- Maximum force: 0.1116 Eh/bohr
- Total charge: +1
- Gap between HOMO and LUMO: 2.226 eV
- Calculated total energy: -51152.7181 eV
- Highest occupied orbital energy: -9.24 eV